Entry 1:
Below is C51H52BrClF3N5O5W as an isolated structure in a non-equilibrium geometry, with properties calculated with ωB97M-V with the def2-TZVPD basis set.

Calculated values
Total energy   -163964.3045 eV
⟨S²⟩   2.020
Energy above the lowest of the compared OMol25 structures with the same formula, charge and spin   0.265 eV
Net charge   -2
Spin multiplicity   3
HOMO-LUMO gap (spin up / spin down)   5.0 / 5.0 eV

XYZ file:
```
119
Properties=species:S:1:pos:R:3:mulliken_charge:R:1
W -0.671 0.408 0.403 3.243
C 0.850 3.034 2.411 -0.150
C 1.938 2.872 1.336 -0.607
C 2.428 1.441 1.196 -1.311
N 1.552 0.516 0.470 0.177
C 2.115 -0.646 0.182 1.481
C 3.367 -1.061 0.709 -1.044
C 4.264 -2.025 0.279 -0.690
C 4.228 -2.837 -0.838 -1.079
C 3.118 -2.970 -1.672 -0.131
C 1.838 -2.496 -1.515 -0.345
C 1.288 -1.569 -0.594 0.468
N -0.008 -1.458 -0.360 0.123
C -0.849 -2.492 -0.951 -0.194
C -2.288 -2.453 -0.469 -0.869
C -2.423 -2.209 1.023 -1.433
N -2.238 -0.804 1.357 -0.166
C -2.714 -0.390 2.513 0.528
C -3.124 -1.273 3.533 -0.604
C -3.893 -1.069 4.673 -0.732
C -4.607 0.040 5.074 -0.642
C -4.568 1.278 4.422 -0.624
C -3.734 1.733 3.436 -1.114
C -2.689 1.079 2.693 0.922
N -1.762 1.728 2.055 0.594
C -1.687 3.165 2.333 -1.834
C -0.376 3.791 1.899 -0.091
H 1.258 3.507 3.311 0.758
H 0.531 2.037 2.718 -0.820
H 2.812 3.482 1.581 0.660
H 1.577 3.216 0.368 -0.372
H 2.618 1.046 2.206 0.201
H 3.385 1.445 0.664 0.573
H 3.687 -0.508 1.580 0.253
H 5.163 -2.095 0.887 0.321
H 5.114 -3.410 -1.080 0.283
H 3.256 -3.591 -2.552 0.363
H 1.144 -2.813 -2.278 -0.029
H -0.406 -3.458 -0.672 0.627
H -0.836 -2.433 -2.041 -0.619
H -2.745 -3.414 -0.722 0.853
H -2.839 -1.675 -0.987 -0.561
H -1.702 -2.834 1.574 0.241
H -3.426 -2.504 1.349 0.813
H -2.754 -2.282 3.412 0.330
H -3.990 -1.947 5.306 0.338
H -5.254 -0.056 5.938 0.326
H -5.274 2.021 4.785 0.334
H -3.894 2.762 3.142 0.318
H -1.815 3.305 3.414 0.657
H -2.521 3.674 1.835 0.518
H -0.372 4.841 2.209 0.666
H -0.336 3.777 0.820 -1.212
Br -5.222 -1.451 -5.145 -0.219
C -5.123 0.060 -4.004 -0.267
C -5.951 1.144 -4.240 -0.088
N -5.949 2.226 -3.470 -0.699
C -5.097 2.251 -2.446 -0.210
C -4.218 1.218 -2.149 0.247
C -4.236 0.085 -2.944 0.194
C -3.242 1.363 -0.991 -0.354
O -3.362 2.339 -0.259 -0.587
O -2.348 0.444 -0.958 -0.077
H -6.637 1.133 -5.080 0.341
H -5.099 3.130 -1.814 0.600
H -3.569 -0.737 -2.735 0.097
Cl 0.345 5.231 -1.512 -0.263
C -1.160 4.246 -1.473 -0.372
C -0.861 2.757 -1.665 -0.279
O -1.126 2.253 -2.732 -0.476
O -0.356 2.180 -0.610 1.293
H -1.783 4.584 -2.293 0.523
H -1.641 4.431 -0.518 0.160
F 1.683 -2.548 9.317 -0.272
C 2.613 -2.610 8.332 0.839
F 3.053 -3.884 8.308 -0.296
F 3.650 -1.855 8.769 -0.273
C 2.083 -2.149 7.016 0.444
C 1.643 -0.834 6.893 -1.150
C 1.121 -0.388 5.697 -0.296
C 1.040 -1.240 4.583 -0.745
C 1.486 -2.560 4.727 -0.577
C 1.995 -3.012 5.933 -0.739
C 0.529 -0.768 3.343 0.639
C 0.094 -0.330 2.293 0.099
H 1.716 -0.159 7.737 0.333
H 0.761 0.627 5.597 0.498
H 1.432 -3.221 3.873 0.498
H 2.328 -4.036 6.027 0.417
C -0.340 -2.918 -5.033 -1.587
C -0.140 -1.401 -5.163 0.205
C -1.172 -0.649 -4.324 -0.706
C 1.324 -1.005 -4.971 -0.422
C 2.190 -1.408 -5.979 -0.415
C 3.518 -1.012 -6.046 -1.487
C 3.948 -0.082 -5.101 -0.196
C 3.138 0.368 -4.077 -0.577
C 3.714 1.435 -3.158 0.481
C 2.701 2.387 -2.525 -1.743
C 4.592 0.801 -2.077 -1.562
C 1.817 -0.197 -3.874 0.295
O 1.181 -0.013 -2.787 1.972
H -1.382 -3.193 -5.231 0.401
H -0.089 -3.261 -4.026 0.282
H 0.296 -3.467 -5.730 0.382
H -0.366 -1.150 -6.208 0.551
H -0.891 -0.584 -3.277 -0.528
H -2.141 -1.147 -4.436 0.044
H -1.278 0.387 -4.650 0.523
H 1.789 -2.035 -6.775 0.348
H 4.172 -1.361 -6.836 0.303
H 4.954 0.329 -5.176 0.349
H 4.367 2.045 -3.799 0.640
H 2.028 1.852 -1.858 -0.132
H 2.080 2.869 -3.283 0.410
H 3.229 3.169 -1.966 0.439
H 4.001 0.113 -1.472 0.159
H 5.022 1.562 -1.414 0.471
H 5.410 0.226 -2.520 0.417
```



Entry 2:
Below is C51H53FN2NdP2Si as an isolated structure in a non-equilibrium geometry, with properties calculated with ωB97M-V with the def2-TZVPD basis set.

Calculated values
Total energy   -101170.4815 eV
⟨S²⟩   3.758
Net charge   +1
Spin multiplicity   4
HOMO-LUMO gap (spin up / spin down)   7.7 / 7.7 eV

XYZ file:
```
111
Properties=species:S:1:pos:R:3:mulliken_charge:R:1
Nd 0.277 -0.748 -1.165 1.032
C 2.531 -1.670 3.382 -1.249
N 1.666 -1.304 2.266 1.348
P 1.931 0.160 1.368 0.194
C 1.591 1.448 2.567 0.395
C 0.346 1.571 3.160 0.093
C 0.048 2.560 4.035 -0.679
C 1.004 3.502 4.411 -0.888
C 2.240 3.434 3.756 -0.658
C 2.540 2.380 2.820 -1.007
C 3.622 0.398 0.789 1.058
C 3.737 0.950 -0.487 -0.137
C 5.006 1.046 -1.078 -0.989
C 6.149 0.717 -0.245 -0.679
C 5.993 0.202 0.985 -0.840
C 4.728 0.057 1.545 -0.475
P 1.025 -2.449 1.195 0.810
C 2.478 -3.472 0.851 1.023
C 3.250 -2.814 -0.038 -0.286
C 4.608 -3.211 -0.140 -1.185
C 5.076 -4.282 0.600 -0.905
C 4.198 -4.949 1.438 -0.493
C 2.893 -4.586 1.587 -0.940
C -0.187 -3.336 2.232 0.715
C -0.559 -4.613 1.756 -0.813
C -1.551 -5.362 2.364 -0.939
C -2.069 -4.839 3.541 -0.469
C -1.707 -3.589 4.076 -0.786
C -0.799 -2.816 3.349 -0.113
H 3.450 -2.216 3.024 0.352
H 2.060 -2.337 4.125 0.284
H 2.775 -0.779 3.956 0.481
H -0.414 0.800 2.852 -0.047
H -0.947 2.733 4.444 0.453
H 0.860 4.234 5.192 0.437
H 3.002 4.162 3.774 0.468
H 3.499 2.458 2.399 0.616
H 2.860 1.142 -1.087 0.282
H 5.219 1.451 -2.026 0.617
H 7.127 0.956 -0.636 0.426
H 6.819 -0.142 1.588 0.489
H 4.550 -0.396 2.520 0.440
H 2.899 -1.941 -0.629 0.494
H 5.234 -2.765 -0.911 0.485
H 6.053 -4.734 0.529 0.450
H 4.599 -5.883 1.899 0.354
H 2.203 -4.995 2.271 0.585
H -0.130 -4.990 0.829 0.412
H -1.925 -6.243 1.848 0.454
H -2.870 -5.329 4.070 0.377
H -2.235 -3.146 4.890 0.476
H -0.657 -1.799 3.703 0.180
C 0.172 1.258 -2.625 -1.264
Si -0.916 2.526 -1.776 0.384
C -1.558 1.588 -0.223 -1.086
N -2.026 0.206 -0.371 1.528
C -3.240 0.161 -1.232 1.141
C -4.513 0.375 -0.538 -1.111
C -4.799 -0.780 0.395 -1.046
C -3.411 -1.401 0.870 -0.806
C -2.309 -0.362 0.945 0.773
C 0.146 3.923 -1.105 0.272
C 1.231 3.830 -0.219 0.181
C 2.134 4.883 -0.065 -0.472
C 2.020 6.053 -0.837 -0.843
C 0.866 6.198 -1.629 -0.736
C -0.082 5.138 -1.736 -0.805
C -2.459 3.217 -2.567 0.335
C -3.208 4.184 -1.977 0.011
C -4.397 4.568 -2.594 -0.830
C -4.861 4.002 -3.793 -0.669
C -4.049 3.047 -4.409 -0.659
C -2.850 2.668 -3.811 -0.508
H 1.116 1.676 -3.052 0.536
H -0.204 0.684 -3.449 0.437
H -2.350 2.211 0.228 0.749
H -0.750 1.627 0.568 -0.089
H -3.248 -0.663 -1.938 -0.444
H -3.071 1.003 -1.950 -0.939
H -5.262 0.468 -1.306 0.567
H -4.411 1.302 -0.006 0.250
H -5.450 -1.482 -0.123 0.344
H -5.412 -0.550 1.271 0.429
H -3.230 -2.114 0.067 -0.303
H -3.469 -1.982 1.778 0.834
H -1.425 -0.882 1.344 -1.191
H -2.520 0.411 1.707 0.246
H 1.361 2.904 0.314 0.595
H 2.997 4.729 0.622 0.285
H 2.823 6.762 -0.791 0.433
H 0.691 7.086 -2.203 0.439
H -0.936 5.245 -2.429 0.243
H -2.829 4.699 -1.057 0.435
H -5.014 5.378 -2.125 0.326
H -5.783 4.325 -4.269 0.436
H -4.374 2.593 -5.336 0.442
H -2.202 1.997 -4.304 0.461
F -4.741 -3.387 -3.267 -0.374
C -3.466 -3.013 -3.162 0.698
C -2.641 -3.632 -2.248 -0.823
C -1.313 -3.310 -2.153 0.300
C -0.762 -2.407 -3.024 0.171
C 0.746 -2.188 -2.988 -1.360
C -1.597 -1.719 -3.939 -0.244
C -2.968 -2.052 -4.014 -1.030
H -3.137 -4.352 -1.595 0.455
H -0.737 -3.951 -1.387 0.226
H 1.136 -1.552 -3.803 0.425
H 1.255 -3.136 -2.859 0.500
H -1.139 -1.076 -4.649 0.652
H -3.675 -1.557 -4.714 0.386
```